1.
19
Properties=species:S:1:pos:R:3:forces:R:3 method="wB97M-V/def2-TZVPD" e_tot_ev=-10379.1971 total_charge=+1 multiplicity=1
H 0.23486 0.01526 1.72596 0.13 -0.07 0.32
C -1.11888 1.30705 0.80440 -1.24 -1.06 1.18
H -2.10079 1.71873 1.02228 -0.13 0.22 -0.24
H -1.13589 0.33297 2.79157 0.08 -0.62 0.16
H 1.57158 1.16994 -1.42243 -0.16 -0.12 -0.23
H -0.96179 -1.60216 0.24221 -1.56 -0.18 0.17
N -0.16306 -1.47209 -0.42731 1.30 -0.52 -1.18
N 2.38118 -0.82972 -1.23875 -0.27 -0.26 -0.70
H 3.16434 -0.67646 -0.61498 0.27 0.04 0.06
H -0.38167 2.01852 1.10845 0.56 0.65 -0.35
O -1.36962 -1.06109 1.30810 -1.58 -1.68 1.35
C 0.13127 -0.20565 -0.63613 -0.11 -0.15 -1.04
C 1.39179 0.13444 -1.12223 0.10 0.14 0.74
C -1.05837 0.70606 -0.57281 0.87 0.46 -0.31
H -1.05808 1.37844 -1.43097 -0.01 0.24 0.20
H 2.71737 -0.84382 -2.21262 0.24 0.07 0.55
H 0.54023 -2.19146 -0.41586 0.87 -0.05 -0.16
H -1.88783 0.03416 -0.66209 -0.69 -0.01 -0.30
C -0.89665 0.06688 1.75322 1.34 2.93 -0.23

---

2.
19
Properties=species:S:1:pos:R:3:forces:R:3 method="wB97M-V/def2-TZVPD" e_tot_ev=-10382.7127 total_charge=+1 multiplicity=1
N 0.08130 0.06030 -0.77608 -1.44 -1.45 0.61
H -2.99755 -0.62527 0.24991 -0.38 0.00 -0.07
H -0.50179 -2.01155 -0.49801 -1.77 2.21 -0.30
C -1.58354 1.03201 0.56382 0.35 -2.68 -1.23
H -0.05239 2.28444 -0.36534 -0.30 -1.80 0.27
C 1.69580 -0.48586 -0.04704 -1.11 2.52 1.17
H 2.13243 1.53836 0.68885 0.57 -2.32 -1.90
H 1.87967 -1.22953 -0.77952 0.79 -0.01 -1.13
H -1.69211 -1.04979 -1.52533 -0.22 0.19 -1.66
H 0.34019 0.14536 -1.75145 -0.03 0.51 -0.16
N 2.39748 0.75961 -0.02970 -1.23 -1.00 2.78
H 1.70295 -0.76401 1.94839 -0.73 -0.62 -1.97
C -1.95134 -0.48711 0.46597 0.57 1.56 -0.08
H 2.78550 1.08216 -0.88580 0.28 0.13 -0.52
O 1.37912 -1.18961 1.08144 1.07 2.00 1.20
C -0.47050 1.24612 -0.15569 -0.65 2.55 0.23
H -1.74105 -0.95002 1.39954 0.19 -0.52 0.82
H -2.31477 1.61987 1.08722 0.56 0.86 0.07
C -1.08939 -0.97550 -0.67116 3.47 -2.14 1.86

---

no.,gap between HOMO and LUMO (eV)
1,5.9
2,10.7